51
Properties=species:S:1:pos:R:3:lowdin_charge:R:1 method="wB97M-V/def2-TZVPD" total_energy_ha=-2744.7825 total_charge=-1 multiplicity=1 e_homo_ev=-8.20
C -1.301 0.564 -2.643 -0.576
F -0.671 1.529 -1.958 0.136
F -2.599 0.668 -2.621 0.172
F -0.967 0.504 -3.971 0.120
S -0.882 -1.190 -1.799 0.782
O -2.142 -1.836 -1.407 -0.278
O -0.184 -2.062 -2.762 -0.313
N 0.264 -0.773 -0.556 -0.354
S -0.642 -0.874 0.695 0.653
O -1.922 -0.151 0.646 -0.301
O -0.681 -2.225 1.253 -0.277
C 0.574 0.161 1.879 -0.589
F 0.396 1.393 1.534 0.164
F 0.243 -0.023 3.201 0.114
F 1.871 -0.141 1.856 0.132
O -3.216 -2.983 3.547 -0.052
H -3.264 -3.816 4.017 0.022
H -2.582 -3.139 2.847 0.009
O 0.789 3.947 3.030 -0.048
H 1.598 4.428 2.857 0.053
H 0.442 3.741 2.162 -0.007
O 2.309 0.771 -1.067 -0.051
H 2.860 0.297 -1.691 0.041
H 1.565 0.189 -0.914 -0.063
O 4.351 0.489 3.009 -0.048
H 3.523 0.381 2.541 -0.008
H 4.898 1.002 2.414 0.027
O -0.183 4.246 0.311 -0.053
H -0.142 3.372 -0.075 0.008
H -1.061 4.562 0.096 0.042
O 1.572 -2.187 -4.838 -0.064
H 0.886 -2.410 -4.209 -0.023
H 2.385 -2.239 -4.335 0.017
O 2.262 3.134 -3.041 -0.060
H 1.347 3.385 -3.163 0.019
H 2.301 2.794 -2.147 -0.005
O 2.113 -2.439 -0.972 -0.052
H 1.429 -1.774 -0.895 -0.093
H 2.757 -2.053 -1.566 0.024
O 0.834 2.156 5.128 -0.073
H 0.846 2.391 4.200 -0.028
H 0.910 2.992 5.588 0.020
O -5.165 -3.475 -1.790 -0.054
H -4.647 -2.880 -2.332 0.018
H -4.930 -4.349 -2.101 0.027
O -2.263 2.424 0.570 -0.061
H -2.856 2.426 1.321 0.049
H -2.048 1.501 0.437 -0.046
O -0.420 -4.354 -1.077 -0.056
H -0.114 -3.447 -1.050 -0.046
H -0.447 -4.626 -0.160 0.030

=====

64
Properties=species:S:1:pos:R:3:lowdin_charge:R:1 method="wB97M-V/def2-TZVPD" total_energy_ha=-1957.0230 multiplicity=1 e_homo_ev=-6.31
C -3.217 2.489 0.770 0.031
O -2.292 1.561 0.139 -0.055
C -1.165 1.899 -0.444 0.045
C -1.158 2.622 -1.686 -0.194
C -0.074 3.517 -1.920 0.011
C 0.138 4.029 -3.197 -0.051
C -0.738 3.701 -4.237 -0.038
C -1.885 2.935 -3.982 -0.054
C -2.123 2.412 -2.719 0.004
H -4.158 1.940 0.827 0.107
H -2.855 2.732 1.778 0.094
H -3.338 3.390 0.163 0.101
H -0.252 1.876 0.162 0.142
H 0.546 3.798 -1.072 0.130
H 0.989 4.687 -3.383 0.116
H -0.546 4.067 -5.252 0.119
H -2.603 2.751 -4.782 0.115
H -3.035 1.857 -2.476 0.133
C 1.918 -5.361 3.000 -0.121
C 1.862 -3.990 2.440 -0.588
C 2.912 -3.114 2.275 -0.139
C 2.551 -1.879 1.636 -0.112
C 1.193 -1.777 1.407 -0.368
B 0.432 -0.796 0.319 -1.005
C 0.156 0.129 1.641 -0.132
C 1.072 1.119 2.028 -0.036
C 0.753 2.014 3.051 -0.010
C -0.503 1.923 3.646 -0.161
C -0.859 2.896 4.742 -0.520
F -2.094 2.658 5.280 0.100
F 0.047 2.846 5.771 0.110
F -0.875 4.191 4.286 0.098
C -1.416 0.947 3.282 -0.027
C -1.096 0.075 2.246 -0.042
O 1.438 -0.420 -0.591 0.080
C 1.068 -1.023 -1.836 -0.454
C 0.682 0.085 -2.780 -0.022
C 2.281 -1.721 -2.428 -0.012
C -0.209 -1.951 -1.474 -0.454
C -1.356 -1.949 -2.476 -0.016
C 0.223 -3.393 -1.273 -0.040
O -0.708 -1.385 -0.259 0.066
S 0.374 -3.206 1.988 1.084
H 2.958 -5.638 3.194 0.076
H 1.377 -5.386 3.950 0.073
H 1.481 -6.111 2.332 0.074
H 3.925 -3.366 2.594 0.103
H 3.292 -1.120 1.386 0.113
H 2.034 1.180 1.515 0.123
H 1.471 2.767 3.373 0.122
H -2.377 0.868 3.788 0.121
H -1.818 -0.676 1.937 0.125
H 0.418 -0.309 -3.768 0.095
H -0.180 0.635 -2.374 0.058
H 1.523 0.784 -2.868 0.100
H 2.027 -2.153 -3.404 0.091
H 3.063 -0.973 -2.588 0.090
H 2.696 -2.511 -1.792 0.089
H -0.982 -2.252 -3.464 0.091
H -2.107 -2.687 -2.157 0.094
H -1.845 -0.969 -2.553 0.076
H 0.480 -3.813 -2.258 0.095
H 1.085 -3.481 -0.608 0.068
H -0.601 -3.971 -0.850 0.089

=====

Repeat the second record exactly.
64
Properties=species:S:1:pos:R:3:lowdin_charge:R:1 method="wB97M-V/def2-TZVPD" total_energy_ha=-1957.0230 multiplicity=1 e_homo_ev=-6.31
C -3.217 2.489 0.770 0.031
O -2.292 1.561 0.139 -0.055
C -1.165 1.899 -0.444 0.045
C -1.158 2.622 -1.686 -0.194
C -0.074 3.517 -1.920 0.011
C 0.138 4.029 -3.197 -0.051
C -0.738 3.701 -4.237 -0.038
C -1.885 2.935 -3.982 -0.054
C -2.123 2.412 -2.719 0.004
H -4.158 1.940 0.827 0.107
H -2.855 2.732 1.778 0.094
H -3.338 3.390 0.163 0.101
H -0.252 1.876 0.162 0.142
H 0.546 3.798 -1.072 0.130
H 0.989 4.687 -3.383 0.116
H -0.546 4.067 -5.252 0.119
H -2.603 2.751 -4.782 0.115
H -3.035 1.857 -2.476 0.133
C 1.918 -5.361 3.000 -0.121
C 1.862 -3.990 2.440 -0.588
C 2.912 -3.114 2.275 -0.139
C 2.551 -1.879 1.636 -0.112
C 1.193 -1.777 1.407 -0.368
B 0.432 -0.796 0.319 -1.005
C 0.156 0.129 1.641 -0.132
C 1.072 1.119 2.028 -0.036
C 0.753 2.014 3.051 -0.010
C -0.503 1.923 3.646 -0.161
C -0.859 2.896 4.742 -0.520
F -2.094 2.658 5.280 0.100
F 0.047 2.846 5.771 0.110
F -0.875 4.191 4.286 0.098
C -1.416 0.947 3.282 -0.027
C -1.096 0.075 2.246 -0.042
O 1.438 -0.420 -0.591 0.080
C 1.068 -1.023 -1.836 -0.454
C 0.682 0.085 -2.780 -0.022
C 2.281 -1.721 -2.428 -0.012
C -0.209 -1.951 -1.474 -0.454
C -1.356 -1.949 -2.476 -0.016
C 0.223 -3.393 -1.273 -0.040
O -0.708 -1.385 -0.259 0.066
S 0.374 -3.206 1.988 1.084
H 2.958 -5.638 3.194 0.076
H 1.377 -5.386 3.950 0.073
H 1.481 -6.111 2.332 0.074
H 3.925 -3.366 2.594 0.103
H 3.292 -1.120 1.386 0.113
H 2.034 1.180 1.515 0.123
H 1.471 2.767 3.373 0.122
H -2.377 0.868 3.788 0.121
H -1.818 -0.676 1.937 0.125
H 0.418 -0.309 -3.768 0.095
H -0.180 0.635 -2.374 0.058
H 1.523 0.784 -2.868 0.100
H 2.027 -2.153 -3.404 0.091
H 3.063 -0.973 -2.588 0.090
H 2.696 -2.511 -1.792 0.089
H -0.982 -2.252 -3.464 0.091
H -2.107 -2.687 -2.157 0.094
H -1.845 -0.969 -2.553 0.076
H 0.480 -3.813 -2.258 0.095
H 1.085 -3.481 -0.608 0.068
H -0.601 -3.971 -0.850 0.089